{"formula": "C13H25Br12Cl3", "method": "the ωB97M-V functional and the def2-TZVPD basis", "elements": ["C", "Cl", "C", "H", "H", "C", "H", "Br", "H", "Br", "C", "Br", "H", "C", "H", "H", "C", "H", "H", "H", "H", "Br", "Br", "H", "H", "Br", "C", "H", "C", "C", "Br", "C", "H", "Br", "Br", "Br", "H", "H", "C", "H", "Cl", "H", "C", "H", "H", "Cl", "Br", "Br", "H", "C", "H", "H", "H"], "coordinates": [[1.8733, -1.1231, 4.2819], [3.0607, -0.2002, 0.9882], [-0.4205, -0.8252, 0.9876], [2.1580, -1.2557, -0.9080], [1.5273, -1.8294, 5.0365], [1.1127, -1.1793, 3.0367], [-0.5042, 1.5191, -1.7494], [0.1418, 3.2600, -1.1963], [-0.7245, -0.3367, -4.2192], [0.7082, -4.0088, -3.6773], [1.4627, 2.4844, 0.0189], [0.8834, -3.1420, 2.8471], [1.6880, 4.3988, 0.9733], [-0.4099, -3.1914, -1.1452], [-0.0457, -1.8015, 0.6802], [0.1587, -0.3862, 1.7999], [-0.6816, 1.3594, -2.8130], [1.1809, 1.4395, 0.1484], [-1.6027, -4.1250, -2.6827], [2.3826, 2.4811, -0.5658], [-2.6971, 0.9124, -0.2871], [-1.8882, -1.9990, -0.2998], [3.4180, 2.9803, 2.0686], [2.9058, -1.3442, 4.0115], [-4.2103, 3.1588, 1.1350], [1.4667, -0.8091, -3.0552], [-0.3814, -0.1228, -3.2069], [1.6930, -0.9331, 2.1474], [-0.8446, -3.3458, -2.6031], [-4.0977, 2.1119, 0.8531], [1.2498, 0.2412, -0.8664], [3.1294, -1.2629, -0.4136], [-0.9961, -0.7950, -2.6082], [-3.9388, 0.9091, 2.4722], [-2.5715, 1.8888, -3.2772], [-2.2058, -1.0275, 1.7741], [-5.0006, 1.8224, 0.3154], [-0.1099, 2.0662, -3.4145], [-2.7797, 1.9348, 0.0816], [-0.3560, -4.1939, -0.7208], [3.4731, -2.8961, 0.2673], [-1.8967, 2.1055, 0.6974], [1.6415, 3.3450, 1.2483], [0.1153, -0.7459, 3.1105], [-1.2743, -2.4578, -3.0667], [4.4906, -0.8108, -1.5103], [1.8285, 0.8099, 4.9475], [-2.8404, 3.1806, -1.5280], [0.8761, 3.2307, 2.0159], [-0.5418, 0.1775, -0.2014], [-1.1488, -0.2337, -1.0080], [0.4854, -2.5953, -0.9685], [-0.9426, 1.1599, 0.0481]], "e_lumo_ev": -0.19, "orbital_gap_ev": 6.268}

---

{"formula": "C4H9N", "method": "the ωB97M-V functional and the def2-TZVPD basis", "elements": ["H", "N", "H", "H", "H", "H", "C", "C", "C", "C", "H", "H", "H", "H"], "coordinates": [[-1.4142, 1.7080, 0.5334], [0.5142, -0.3865, -1.7934], [-0.4957, 1.6240, 2.1168], [1.4281, 0.7385, 0.9336], [0.6429, 1.5534, -0.3804], [-1.2906, 0.2160, 1.3936], [-0.7498, 1.1374, 1.1794], [0.3359, -0.5212, -0.4137], [0.5218, 0.7769, 0.3436], [0.0381, -1.7136, 0.0951], [0.1588, -1.1289, -2.3725], [-0.0643, -1.9331, 1.1497], [-0.1276, -2.5783, -0.5389], [0.5025, 0.5075, -2.2461]], "smiles": "C=C(N)CC", "e_lumo_ev": 1.17, "orbital_gap_ev": 9.109}

---

{"formula": "C15H13N2OReS2", "method": "the ωB97M-V functional and the def2-TZVPD basis", "elements": ["C", "C", "C", "C", "S", "H", "C", "Re", "N", "C", "C", "N", "H", "C", "H", "H", "H", "C", "C", "C", "H", "C", "H", "C", "C", "H", "S", "C", "H", "H", "H", "O", "H", "H"], "coordinates": [[1.3445, -4.3824, -0.1487], [0.5758, -3.2279, -0.2012], [-1.1864, 0.3951, 4.2757], [-1.4277, -4.5523, 0.0119], [1.3494, -1.6639, -0.4806], [1.3344, -6.5030, 0.0686], [0.7298, -5.6125, 0.0086], [-0.2830, -0.1233, 0.1261], [1.0972, 3.9211, -0.4145], [-0.8183, -3.3075, -0.0991], [-0.0172, 0.1103, 6.3854], [-0.0358, 0.1561, 7.5294], [1.9413, -0.8333, 2.3663], [1.0595, -0.4902, 2.8942], [3.2942, 2.6983, -0.9334], [2.4031, 1.2923, -1.5461], [0.2136, 4.3548, -0.1825], [2.5265, 1.9684, -0.6979], [1.2128, 2.6014, -0.3721], [1.1022, -0.3916, 4.2723], [2.0003, -0.6524, 4.8125], [-0.6561, -5.6984, 0.0757], [-1.1363, -6.6593, 0.1810], [-0.0260, 0.0445, 4.9697], [-0.0978, -0.1549, 2.1917], [-2.1310, 0.5534, 2.3769], [-1.7945, -1.8496, -0.1751], [-1.2165, 0.2879, 2.8992], [-2.0540, 0.7388, 4.8187], [2.4162, -4.3078, -0.2401], [2.8440, 1.3530, 0.1457], [0.2237, 1.9075, -0.0614], [-2.5042, -4.6069, 0.0444], [1.8714, 4.5171, -0.6532]], "e_lumo_ev": [-4.67, -5.14], "orbital_gap_ev": [6.630, 6.515], "multiplicity": 4, "total_charge": 1}

---

{"formula": "C13H15I", "method": "the ωB97M-V functional and the def2-TZVPD basis", "elements": ["H", "H", "C", "H", "C", "H", "C", "C", "C", "C", "C", "H", "C", "H", "C", "H", "C", "H", "H", "H", "I", "H", "C", "H", "C", "H", "H", "H", "C"], "coordinates": [[-1.9929, -1.6234, 1.3092], [-2.6871, -1.8171, -0.2373], [1.3144, -2.0379, -1.4953], [1.7483, 3.8078, 0.5826], [-0.4417, 2.9967, 0.5276], [0.9328, -3.5213, -3.1196], [1.3683, -3.4120, -2.1538], [-0.0951, 0.3641, -0.1344], [-0.3721, 1.5001, 0.8910], [-0.0266, -1.9468, -0.9241], [1.0161, 3.2321, 1.0988], [-1.2523, 3.6914, 0.9848], [1.3779, 0.6112, 0.1051], [0.8930, -4.0751, -1.5530], [2.2638, -1.1286, -1.4003], [-1.3993, 1.9433, 2.7235], [-0.6457, -1.0193, -0.1855], [-2.5246, -0.1162, 0.2326], [-0.9100, 0.2337, 2.7264], [-0.2321, 0.5340, -1.2725], [4.0969, -0.8035, -2.1363], [-0.6505, 3.1459, -0.5822], [-1.2600, 1.0517, 2.0244], [2.3784, -3.6819, -2.2928], [1.1307, 1.7483, 0.8608], [-0.6945, -2.8712, -0.9797], [0.9567, 3.5167, 2.2814], [-2.1658, 0.7489, 1.7255], [-2.1269, -1.0715, 0.3932]], "e_lumo_ev": [-0.03, -0.04], "orbital_gap_ev": [7.611, 7.734]}

---

{"formula": "C3H7N3O", "method": "the ωB97M-V functional and the def2-TZVPD basis", "elements": ["N", "O", "H", "H", "C", "N", "H", "H", "H", "H", "H", "N", "C", "C"], "coordinates": [[0.9485, -0.2794, 1.0377], [1.0986, -2.2713, 2.2928], [0.0169, 2.6207, -2.0827], [-1.0412, -0.9500, 0.3259], [-0.6253, 1.9387, -1.4556], [-0.3312, -1.7195, 0.4633], [-1.2565, 1.4612, -2.2268], [-1.2620, 2.2263, -0.4386], [0.3300, -0.3608, -1.3787], [1.7974, 0.1502, 1.7486], [-0.5163, -2.6783, 0.4610], [0.2907, 0.7066, 0.4910], [-0.0295, 0.6706, -0.7758], [0.5799, -1.5150, 1.5380]], "smiles": "C/C=N/NC(N)=O", "e_lumo_ev": 0.64, "orbital_gap_ev": 9.184}

---

Please write out number 1 again, unchanged.
{"formula": "C13H25Br12Cl3", "method": "the ωB97M-V functional and the def2-TZVPD basis", "elements": ["C", "Cl", "C", "H", "H", "C", "H", "Br", "H", "Br", "C", "Br", "H", "C", "H", "H", "C", "H", "H", "H", "H", "Br", "Br", "H", "H", "Br", "C", "H", "C", "C", "Br", "C", "H", "Br", "Br", "Br", "H", "H", "C", "H", "Cl", "H", "C", "H", "H", "Cl", "Br", "Br", "H", "C", "H", "H", "H"], "coordinates": [[1.8733, -1.1231, 4.2819], [3.0607, -0.2002, 0.9882], [-0.4205, -0.8252, 0.9876], [2.1580, -1.2557, -0.9080], [1.5273, -1.8294, 5.0365], [1.1127, -1.1793, 3.0367], [-0.5042, 1.5191, -1.7494], [0.1418, 3.2600, -1.1963], [-0.7245, -0.3367, -4.2192], [0.7082, -4.0088, -3.6773], [1.4627, 2.4844, 0.0189], [0.8834, -3.1420, 2.8471], [1.6880, 4.3988, 0.9733], [-0.4099, -3.1914, -1.1452], [-0.0457, -1.8015, 0.6802], [0.1587, -0.3862, 1.7999], [-0.6816, 1.3594, -2.8130], [1.1809, 1.4395, 0.1484], [-1.6027, -4.1250, -2.6827], [2.3826, 2.4811, -0.5658], [-2.6971, 0.9124, -0.2871], [-1.8882, -1.9990, -0.2998], [3.4180, 2.9803, 2.0686], [2.9058, -1.3442, 4.0115], [-4.2103, 3.1588, 1.1350], [1.4667, -0.8091, -3.0552], [-0.3814, -0.1228, -3.2069], [1.6930, -0.9331, 2.1474], [-0.8446, -3.3458, -2.6031], [-4.0977, 2.1119, 0.8531], [1.2498, 0.2412, -0.8664], [3.1294, -1.2629, -0.4136], [-0.9961, -0.7950, -2.6082], [-3.9388, 0.9091, 2.4722], [-2.5715, 1.8888, -3.2772], [-2.2058, -1.0275, 1.7741], [-5.0006, 1.8224, 0.3154], [-0.1099, 2.0662, -3.4145], [-2.7797, 1.9348, 0.0816], [-0.3560, -4.1939, -0.7208], [3.4731, -2.8961, 0.2673], [-1.8967, 2.1055, 0.6974], [1.6415, 3.3450, 1.2483], [0.1153, -0.7459, 3.1105], [-1.2743, -2.4578, -3.0667], [4.4906, -0.8108, -1.5103], [1.8285, 0.8099, 4.9475], [-2.8404, 3.1806, -1.5280], [0.8761, 3.2307, 2.0159], [-0.5418, 0.1775, -0.2014], [-1.1488, -0.2337, -1.0080], [0.4854, -2.5953, -0.9685], [-0.9426, 1.1599, 0.0481]], "e_lumo_ev": -0.19, "orbital_gap_ev": 6.268}